Formula: C18H16Cl4O2
Source: OMol25
Level of theory: the ωB97M-V functional and the def2-TZVPD basis

Geometry as XYZ:
```
40
Properties=species:S:1:pos:R:3:forces:R:3:lowdin_charge:R:1
Cl -19.049 -2.597 1.643 0.4 0.5 0.4 0.563
C -17.419 -2.611 0.975 1.0 0.6 -2.8 -0.682
C -16.795 -1.290 0.301 -0.6 -0.2 2.3 -0.562
Cl -16.750 0.103 1.509 -0.1 -0.7 -0.8 0.467
H -17.573 -3.210 0.078 0.2 -0.3 -0.1 0.043
H -16.659 -3.175 1.517 -0.4 0.5 0.7 0.052
H -17.332 -0.968 -0.591 -0.2 0.0 0.3 0.049
H -15.740 -1.433 0.068 -0.2 -0.4 0.0 0.054
Cl -16.535 -2.015 4.559 0.3 0.1 0.3 0.516
C -14.847 -2.419 4.100 0.3 -1.1 1.6 -0.606
C -14.147 -3.339 5.250 -2.1 1.3 -0.6 -0.694
Cl -12.640 -3.962 4.700 1.1 -0.5 -0.6 0.583
H -14.250 -1.511 4.006 -0.2 0.0 -0.1 0.065
H -15.019 -2.899 3.137 0.8 -0.3 0.2 0.031
H -14.777 -4.155 5.603 -0.2 0.0 -0.6 0.060
H -13.960 -2.767 6.160 0.0 0.4 -0.3 0.063
C -16.752 -1.501 -4.919 -0.9 -0.1 -2.6 0.019
C -16.796 -1.323 -6.324 0.0 -0.8 1.2 0.000
C -16.253 -0.200 -6.919 0.8 -0.4 0.8 0.085
C -15.671 0.805 -6.055 -0.6 1.0 -2.4 -0.039
C -15.577 0.588 -4.716 1.1 1.2 2.5 -0.048
C -16.111 -0.568 -4.145 0.8 0.1 0.8 0.050
C -14.902 1.663 -3.766 -0.4 0.7 0.6 -0.179
O -14.663 1.543 -2.569 -0.7 -0.8 -2.6 0.127
C -14.651 3.048 -4.409 -1.1 -3.7 -0.6 -0.101
C -14.299 4.035 -3.569 0.6 2.2 1.2 0.036
C -13.960 5.312 -4.058 0.0 -0.3 -0.2 0.013
C -13.979 5.543 -5.427 0.1 -0.4 0.3 0.002
C -14.366 4.493 -6.282 0.3 -0.4 0.0 0.059
C -14.763 3.249 -5.765 -0.6 -0.8 -1.8 -0.051
C -15.278 2.122 -6.748 1.2 0.7 0.1 -0.171
O -15.306 2.261 -7.980 -0.1 -0.3 2.9 0.150
H -17.231 -2.387 -4.529 0.3 0.0 0.3 0.131
H -17.153 -2.193 -6.856 -0.2 0.3 -0.6 0.125
H -16.088 -0.155 -7.985 -0.4 0.4 -0.1 0.137
H -15.945 -0.865 -3.120 0.0 0.7 0.3 0.132
H -14.298 3.867 -2.502 0.1 -0.2 0.0 0.140
H -13.628 6.010 -3.303 -0.1 0.5 -0.3 0.126
H -13.638 6.471 -5.860 -0.1 0.1 0.1 0.124
H -14.213 4.522 -7.351 -0.3 0.5 -0.2 0.132
```
Forces are in eV/Å.

Values from the calculation:
Multiplicity = 2
Highest occupied orbital energy (alpha / beta) = -11.93 / -11.93 eV
Net charge = +1
HOMO-LUMO gap (alpha / beta) = 6.67 / 2.32 eV
Lowest unoccupied orbital energy (alpha / beta) = -5.26 / -9.61 eV


Formula: C30H44As6F36N6O2
Source: OMol25
Level of theory: the ωB97M-V functional and the def2-TZVPD basis

Geometry as XYZ:
```
124
Properties=species:S:1:pos:R:3:forces:R:3:lowdin_charge:R:1
C 1.423 1.766 1.788 0.1 -0.8 0.5 0.041
C 2.129 0.665 1.021 1.2 -0.7 1.3 -0.329
O 2.635 -0.327 1.486 -1.0 1.6 -1.2 0.144
N 2.280 0.857 -0.517 -0.8 0.5 0.2 0.101
H 1.794 1.690 -0.815 -0.8 0.6 0.0 0.175
H 3.227 1.171 -0.671 1.0 -0.5 -0.2 0.187
C 1.846 -0.280 -1.398 0.2 -0.2 -0.1 0.029
H 0.412 1.871 1.395 0.0 0.3 0.1 0.107
H 1.905 2.728 1.959 0.3 0.2 -1.3 0.117
H 1.417 1.457 2.834 -0.5 -0.6 -0.1 0.097
H 2.494 -1.129 -1.181 -0.4 0.0 0.0 0.103
H 1.921 -0.009 -2.451 0.4 0.3 0.2 0.116
H 0.783 -0.468 -1.242 0.2 -0.1 0.4 0.109
C -2.119 -2.354 6.579 -0.9 0.7 -1.2 0.038
C -3.271 -2.375 5.588 -0.4 4.6 -2.7 -0.329
O -3.581 -1.412 4.838 0.9 -4.9 3.3 0.141
N -4.137 -3.627 5.562 -0.4 1.3 1.0 0.115
H -4.417 -3.773 4.603 -0.5 0.1 -0.6 0.178
H -3.522 -4.400 5.775 0.0 -0.6 0.6 0.172
C -5.393 -3.466 6.478 -0.2 -0.2 -0.9 0.055
H -1.694 -1.381 6.331 0.4 -0.1 0.4 0.109
H -1.384 -3.137 6.393 -0.2 -0.1 0.2 0.105
H -2.536 -2.316 7.585 0.3 -0.3 0.1 0.102
H -5.989 -4.363 6.310 0.1 0.1 0.3 0.101
H -5.966 -2.604 6.135 0.3 -0.1 -0.5 0.106
H -5.229 -3.267 7.538 0.9 -0.5 -0.2 0.105
C -7.089 0.480 -3.554 0.9 -1.3 1.0 0.037
N -8.008 0.958 -4.551 -1.1 0.3 -1.0 -0.086
C -8.574 0.125 -5.420 0.5 0.2 -2.2 0.041
C -9.515 0.558 -6.389 -0.1 1.5 1.0 0.082
C -9.951 1.912 -6.335 1.1 -0.3 2.0 -0.103
C -9.342 2.726 -5.336 -0.8 0.2 -1.3 0.057
C -8.349 2.257 -4.558 0.6 -0.6 1.6 0.028
C -10.977 2.470 -7.221 -1.2 0.0 -1.0 -0.120
C -10.992 3.795 -7.677 1.2 -0.4 -0.9 0.072
C -11.740 4.169 -8.796 -0.6 0.1 2.4 0.029
N -12.652 3.331 -9.276 -1.1 -1.8 -0.9 -0.070
C -12.797 2.048 -8.790 0.9 0.7 2.0 0.052
C -12.016 1.637 -7.698 0.6 0.7 -1.2 0.059
C -13.644 3.766 -10.283 -1.6 0.7 -0.2 0.025
H -7.574 0.606 -2.585 0.6 0.9 0.1 0.130
H -6.087 0.866 -3.742 -0.2 0.6 0.6 0.143
H -6.967 -0.603 -3.533 -0.3 -0.1 -0.9 0.113
H -7.952 -0.749 -5.545 -0.8 -0.8 0.1 0.157
H -9.929 -0.065 -7.168 0.4 -0.4 0.2 0.127
H -9.608 3.745 -5.097 -0.3 0.2 -0.5 0.143
H -7.844 2.846 -3.807 0.0 0.3 0.0 0.174
H -10.262 4.507 -7.323 0.0 0.1 0.1 0.138
H -11.849 5.216 -9.034 0.4 -0.1 -0.6 0.161
H -13.616 1.413 -9.092 0.0 0.3 -0.6 0.148
H -12.106 0.659 -7.248 -0.4 -0.1 -0.3 0.130
H -13.372 3.815 -11.338 0.8 -0.5 0.3 0.118
H -14.069 4.747 -10.070 0.7 0.3 0.5 0.111
H -14.556 3.175 -10.188 0.4 -0.5 0.0 0.104
C 5.947 -8.270 4.398 0.9 -1.4 -0.4 0.027
N 6.758 -7.101 4.093 0.2 2.0 0.0 -0.088
C 6.112 -5.922 3.848 0.9 -1.0 -0.8 0.058
C 6.829 -4.784 3.537 -2.1 -0.3 -0.1 0.048
C 8.168 -4.789 3.644 3.4 -1.1 0.4 -0.161
C 8.898 -5.975 3.951 -2.8 -1.9 -0.3 0.087
C 8.129 -7.178 4.088 -0.2 2.4 0.9 0.058
C 9.005 -3.590 3.513 0.9 2.4 -0.1 -0.107
C 10.109 -3.531 2.595 -1.2 -0.6 1.7 0.065
C 10.885 -2.401 2.541 0.0 -0.6 0.3 0.009
N 10.590 -1.340 3.301 0.0 0.8 0.5 -0.065
C 9.629 -1.383 4.244 -1.2 -0.4 0.1 0.040
C 8.773 -2.475 4.386 1.1 -1.3 -2.0 0.091
C 11.468 -0.137 3.177 0.3 0.1 0.3 0.055
H 6.316 -8.743 5.308 -0.5 0.5 0.4 0.114
H 6.243 -9.008 3.653 -0.6 -0.1 -0.3 0.115
H 4.878 -8.057 4.363 0.3 0.0 0.2 0.118
H 5.037 -5.935 3.750 -0.1 -0.2 0.3 0.158
H 6.260 -3.948 3.157 0.1 0.3 0.3 0.158
H 9.970 -6.025 4.077 0.0 0.1 -0.1 0.133
H 8.521 -8.114 4.458 0.2 -0.1 -0.4 0.146
H 10.396 -4.453 2.112 0.0 0.2 -0.5 0.133
H 11.846 -2.367 2.049 -0.3 0.1 -0.5 0.155
H 9.443 -0.554 4.910 0.5 0.5 -0.3 0.164
H 7.962 -2.522 5.097 0.1 0.4 0.2 0.144
H 10.922 0.804 3.122 -0.4 -0.3 0.1 0.122
H 12.061 -0.211 2.265 -0.1 -0.2 0.2 0.108
H 12.104 -0.124 4.062 0.1 0.1 -0.1 0.115
As 4.591 0.759 8.721 2.7 1.3 0.2 0.896
F 6.145 -0.153 9.134 -1.5 1.2 -0.6 -0.354
F 5.105 2.228 9.743 -0.5 -2.3 -1.2 -0.331
F 3.162 1.663 8.322 0.3 -0.8 0.1 -0.267
F 4.133 -0.617 7.681 0.1 0.9 0.6 -0.321
F 3.913 -0.054 10.121 -0.1 0.6 -0.8 -0.286
F 5.457 1.530 7.295 -0.9 -1.1 1.5 -0.336
As -3.687 5.794 1.172 1.3 0.0 -1.4 0.937
F -5.214 5.517 0.290 0.7 0.2 0.6 -0.330
F -4.445 4.956 2.609 1.0 0.8 -1.4 -0.338
F -2.085 5.978 2.007 -2.2 -0.3 -0.8 -0.307
F -3.021 6.625 -0.342 -0.9 -1.2 2.3 -0.320
F -4.260 7.374 1.762 0.4 -1.5 -0.3 -0.297
F -3.109 4.198 0.475 -0.6 1.5 1.1 -0.346
As -1.170 -6.482 1.372 -1.2 -0.6 -1.1 0.939
F -0.471 -6.083 2.960 0.0 0.1 -1.2 -0.321
F -0.320 -8.100 1.441 -0.8 2.2 -0.3 -0.320
F -2.042 -6.983 -0.188 1.4 0.8 2.2 -0.327
F -2.086 -4.890 1.369 1.1 -1.7 0.1 -0.343
F 0.150 -5.694 0.422 -1.4 -1.1 1.3 -0.303
F -2.534 -7.185 2.295 0.8 0.4 -0.7 -0.325
As 3.998 7.859 -0.834 0.6 0.9 -0.9 0.950
F 4.282 9.496 -1.604 -0.4 -1.7 1.0 -0.335
F 5.764 7.856 -0.397 -1.7 -0.4 -0.5 -0.334
F 3.788 6.185 -0.188 0.1 1.7 -0.3 -0.329
F 2.246 8.006 -1.270 2.1 -0.4 0.8 -0.303
F 4.384 7.109 -2.450 -0.5 0.8 1.9 -0.321
F 3.737 8.626 0.802 -0.1 -1.0 -1.9 -0.327
As -0.812 3.849 -5.475 -0.5 1.8 2.0 0.913
F -2.572 3.645 -4.933 1.4 0.5 -0.8 -0.371
F -0.987 5.641 -5.124 0.2 -2.5 -0.5 -0.310
F 0.916 4.081 -5.876 -1.9 -0.7 0.2 -0.284
F -0.943 2.103 -5.716 0.8 0.6 -0.4 -0.315
F -1.258 4.158 -7.165 0.1 -0.4 1.1 -0.303
F -0.317 3.516 -3.756 -0.5 0.3 -1.7 -0.329
As 7.529 0.482 -4.083 -0.4 2.5 -1.0 0.886
F 6.829 1.325 -2.651 0.6 -1.1 -0.9 -0.323
F 7.023 -1.059 -3.365 0.2 0.8 -0.6 -0.311
F 8.231 -0.337 -5.490 -0.7 0.3 1.0 -0.295
F 7.965 2.090 -4.732 0.3 -1.4 0.6 -0.299
F 9.161 0.376 -3.309 -1.6 -0.1 -0.3 -0.328
F 5.968 0.820 -5.012 1.6 -1.4 1.4 -0.329
```
Forces are in eV/Å.

Values from the calculation:
Relative energy (zero: lowest compared OMol25 entry of this formula, charge and spin) = 207.9 kcal/mol
Multiplicity = 1
Highest occupied orbital energy = -8.32 eV
HOMO-LUMO gap = 2.68 eV
Lowest unoccupied orbital energy = -5.64 eV


Formula: C4H8N3O2
Source: OMol25
Level of theory: the ωB97M-V functional and the def2-TZVPD basis

Geometry as XYZ:
```
17
Properties=species:S:1:pos:R:3:forces:R:3:lowdin_charge:R:1
C 2.077 0.880 0.806 0.0 1.6 -2.2 -0.065
C -1.920 -0.426 0.204 1.6 0.3 0.2 -0.560
C 1.725 -0.339 -1.002 -2.2 1.1 1.9 -0.116
C -2.013 0.537 -0.952 2.0 0.7 -0.4 0.021
N 2.120 0.941 -0.471 -0.4 0.3 0.1 0.128
N 1.657 -0.429 1.185 0.0 1.3 0.6 0.092
N 1.417 -1.145 0.211 -0.3 -1.2 -0.7 0.167
O -2.894 -0.463 1.059 -2.5 2.4 -2.6 0.198
O -0.881 -1.024 0.459 -0.4 0.1 -0.4 0.026
H 2.265 1.787 1.416 -0.1 -1.3 0.1 0.160
H 0.979 -0.408 -1.882 0.7 0.4 1.9 0.189
H 2.539 -0.814 -1.398 2.7 -1.4 -1.1 0.117
H -2.945 1.090 -1.075 -0.1 -0.6 -0.1 0.084
H -1.250 1.389 -0.640 -1.2 -1.8 -0.9 0.131
H -1.628 -0.014 -1.902 -0.8 1.3 1.6 0.121
H 1.441 -0.616 2.177 0.2 -1.0 -0.7 0.210
H -2.690 -0.946 1.804 0.9 -2.0 2.7 0.097
```
Forces are in eV/Å.

Values from the calculation:
Relative energy (zero: lowest compared OMol25 entry of this formula, charge and spin) = 86.2 kcal/mol
Multiplicity = 1
Highest occupied orbital energy = -14.53 eV
Net charge = +1
HOMO-LUMO gap = 8.63 eV
Lowest unoccupied orbital energy = -5.90 eV


Formula: C36H37As2NO5PtS
Source: OMol25
Level of theory: the ωB97M-V functional and the def2-TZVPD basis

Geometry as XYZ:
```
83
Properties=species:S:1:pos:R:3:forces:R:3:lowdin_charge:R:1
Pt -0.276 -0.085 0.319 0.2 0.7 -1.5 0.834
N -1.625 4.298 2.163 0.1 0.0 0.0 0.153
C -1.607 2.977 1.816 -0.1 -0.2 0.2 -0.560
O -2.393 2.522 1.015 -0.1 -0.1 -0.2 0.049
C -0.605 2.118 2.565 0.1 0.1 -0.6 -0.183
C -0.655 0.639 2.189 0.1 0.1 0.5 -0.359
H -2.295 4.900 1.719 0.0 0.0 0.0 0.103
H -1.002 4.671 2.854 0.0 0.0 0.0 0.094
H -0.850 2.204 3.630 0.1 0.0 0.0 0.118
H 0.396 2.528 2.427 0.1 0.0 -0.1 0.098
H -1.643 0.269 2.490 0.0 0.0 -0.2 0.048
H 0.064 0.167 2.857 0.0 0.0 0.3 0.007
C -0.237 -3.799 -0.990 0.2 0.1 -0.3 -0.334
C 0.066 -3.776 0.497 0.0 0.2 -0.1 -0.367
As -0.370 -2.091 1.407 -1.0 -0.5 0.3 1.178
C 0.396 -2.581 3.114 0.2 0.1 0.0 -0.353
C -0.124 -3.689 3.780 0.0 0.0 0.1 -0.122
C 0.461 -4.139 4.954 0.0 0.0 0.0 -0.075
C 1.581 -3.497 5.464 0.0 0.0 0.0 -0.080
C 2.120 -2.412 4.791 0.0 0.0 0.0 -0.075
C 1.532 -1.957 3.618 0.0 0.1 -0.1 -0.099
C -2.297 -2.289 1.683 0.1 -0.2 0.1 -0.353
C -2.892 -2.285 2.939 0.0 0.0 0.0 -0.113
C -4.276 -2.333 3.061 0.0 0.0 0.0 -0.077
C -5.074 -2.387 1.930 0.0 0.0 0.0 -0.082
C -4.487 -2.363 0.672 0.0 0.0 0.0 -0.073
C -3.108 -2.301 0.549 0.0 0.1 0.0 -0.109
As 0.568 -2.297 -1.955 0.1 -0.1 -0.1 1.158
C 0.641 -2.918 -3.766 -0.1 0.1 -0.1 -0.303
C 1.744 -2.615 -4.558 0.0 0.0 0.0 -0.084
C 1.767 -3.011 -5.887 0.0 0.0 0.0 -0.071
C 0.691 -3.702 -6.425 0.0 0.0 0.0 -0.078
C -0.416 -3.994 -5.640 0.0 0.0 0.0 -0.078
C -0.444 -3.598 -4.311 0.0 0.0 0.0 -0.093
C 2.384 -2.353 -1.327 0.0 -0.1 0.0 -0.315
C 3.100 -3.529 -1.560 0.0 0.0 0.0 -0.115
C 4.395 -3.654 -1.086 0.0 0.0 0.0 -0.080
C 4.977 -2.603 -0.384 0.0 0.0 0.0 -0.075
C 4.266 -1.435 -0.162 0.0 0.0 0.0 -0.054
C 2.963 -1.304 -0.629 0.0 0.1 0.0 -0.082
H -1.301 -3.865 -1.208 0.0 0.1 0.0 0.067
H 0.257 -4.642 -1.482 -0.1 -0.2 0.2 0.077
H 1.128 -3.959 0.665 0.0 0.1 0.1 0.074
H -0.500 -4.534 1.038 0.0 -0.1 -0.1 0.076
H -1.002 -4.198 3.401 0.0 0.0 0.0 0.101
H 0.039 -4.993 5.469 0.0 0.0 0.0 0.106
H 2.036 -3.848 6.381 0.0 0.0 0.0 0.105
H 3.003 -1.916 5.172 0.0 0.0 0.0 0.107
H 1.977 -1.121 3.092 -0.1 0.1 0.0 0.105
H -2.284 -2.232 3.833 0.0 0.0 0.0 0.098
H -4.726 -2.321 4.046 0.0 0.0 0.0 0.105
H -6.152 -2.422 2.026 0.0 0.0 0.0 0.103
H -5.104 -2.364 -0.217 0.0 0.0 0.0 0.106
H -2.671 -2.192 -0.437 0.0 0.0 0.0 0.089
H 2.578 -2.066 -4.139 0.0 0.0 0.0 0.112
H 2.624 -2.773 -6.503 0.0 0.0 0.0 0.107
H 0.711 -4.009 -7.463 0.0 0.0 0.0 0.105
H -1.259 -4.524 -6.063 0.0 0.0 0.0 0.105
H -1.317 -3.819 -3.708 0.0 0.0 0.0 0.103
H 2.658 -4.345 -2.122 0.0 0.0 0.0 0.106
H 4.952 -4.564 -1.269 0.0 0.0 0.0 0.104
H 5.993 -2.697 -0.021 0.0 0.0 0.0 0.105
H 4.720 -0.605 0.364 0.0 0.0 0.0 0.114
H 2.426 -0.377 -0.481 0.0 0.0 0.0 0.057
O -0.222 -0.839 -1.860 0.1 -0.3 0.8 -0.550
C 0.367 7.663 -3.512 0.0 0.0 0.0 -0.057
C 0.583 6.308 -2.895 0.0 0.0 0.0 -0.279
C 0.686 5.168 -3.686 0.0 0.0 0.0 -0.040
C 0.906 3.922 -3.120 0.0 0.0 0.0 -0.046
C 1.022 3.808 -1.744 0.0 0.0 0.0 -0.266
C 0.926 4.931 -0.937 0.0 0.0 0.0 -0.050
C 0.707 6.171 -1.514 0.0 0.0 0.0 -0.043
S 1.267 2.210 -1.015 0.6 0.3 -0.1 0.447
O 1.814 2.427 0.314 -0.2 0.0 0.0 -0.342
O 2.132 1.475 -1.916 -0.2 0.0 0.0 -0.327
O -0.125 1.669 -0.978 -0.2 -0.3 1.0 -0.452
H 0.074 7.578 -4.558 0.0 0.0 0.0 0.071
H 1.280 8.261 -3.470 0.0 0.0 0.0 0.081
H -0.410 8.218 -2.984 0.0 0.0 0.0 0.077
H 0.593 5.259 -4.762 0.0 0.0 0.0 0.109
H 0.994 3.036 -3.735 0.0 0.0 0.0 0.117
H 1.031 4.818 0.133 0.0 0.0 0.0 0.105
H 0.633 7.051 -0.885 0.0 0.0 0.0 0.111
```
Forces are in eV/Å.

Values from the calculation:
Relative energy (zero: lowest compared OMol25 entry of this formula, charge and spin) = 8.4 kcal/mol
Multiplicity = 1
Highest occupied orbital energy = -8.24 eV
HOMO-LUMO gap = 8.60 eV
Lowest unoccupied orbital energy = 0.36 eV


Formula: C6H15NO
Source: OMol25
Level of theory: the ωB97M-V functional and the def2-TZVPD basis

Geometry as XYZ:
```
23
Properties=species:S:1:pos:R:3:forces:R:3:lowdin_charge:R:1
C 0.978 -3.000 -0.701 3.4 -1.9 2.6 0.004
C 1.196 -1.707 -0.770 -4.7 -1.1 -2.2 -0.212
C 0.130 -0.782 -1.242 -2.2 -1.7 -2.1 -0.181
C -0.486 -0.078 -0.025 1.7 0.7 0.0 -0.455
C -1.935 0.095 -0.075 -1.7 3.0 -2.7 -0.086
N 0.126 1.237 0.146 -2.3 -0.2 0.9 -0.137
C 1.510 1.326 0.324 1.9 2.1 -1.2 -0.167
H 1.831 -3.510 -0.184 -0.3 0.2 -0.5 0.062
H 0.243 -3.781 -0.705 -1.3 0.8 -1.1 0.057
H 1.996 -1.219 -0.426 3.5 1.1 1.2 0.049
H -0.751 -1.432 -1.733 2.0 1.3 0.9 0.150
H 0.524 -0.140 -2.093 -0.7 -0.2 1.3 0.132
H -0.319 -0.754 0.853 0.4 0.8 -0.4 0.157
H -2.312 0.548 -1.075 0.9 -0.8 1.1 0.120
H -2.342 0.845 0.605 0.2 -0.5 0.6 0.066
H -2.384 -0.827 -0.027 -1.4 -2.1 0.4 0.050
H -0.277 1.889 -0.555 0.7 -0.7 0.8 0.144
H 1.994 0.788 1.158 -0.7 -0.1 -0.3 0.095
H 2.023 1.105 -0.634 0.5 -0.3 0.4 0.073
H 1.718 2.420 0.481 0.2 -0.9 0.1 0.093
O -1.529 2.344 2.267 0.4 -2.4 0.6 -0.112
H -0.932 1.502 2.250 -1.2 2.9 -0.3 0.078
H -1.002 3.133 2.160 0.6 -0.2 -0.1 0.017
```
Forces are in eV/Å.

Values from the calculation:
Relative energy (zero: lowest compared OMol25 entry of this formula, charge and spin) = 83.4 kcal/mol
SMILES = C=CC[C@H](C)NC.O
Multiplicity = 1
Highest occupied orbital energy = -8.43 eV
HOMO-LUMO gap = 9.32 eV
Lowest unoccupied orbital energy = 0.89 eV